{"formula": "C13H18F5GaN6O2S2", "method": "ωB97M-V/def2-TZVPD", "symbols": ["Ga", "C", "N", "C", "N", "O", "H", "H", "H", "H", "H", "H", "F", "C", "C", "F", "C", "F", "C", "O", "C", "F", "C", "F", "C", "N", "C", "N", "S", "H", "H", "H", "H", "H", "H", "S", "C", "N", "C", "C", "N", "H", "H", "H", "H", "H", "H"], "positions_angstrom": [[0.68586, -0.74053, 0.21862], [4.97389, -0.03148, 1.07943], [4.73118, -1.47221, 1.01807], [3.55511, -1.99456, 0.70298], [3.40963, -3.32492, 0.65373], [2.59304, -1.20358, 0.40776], [6.02876, 0.12141, 1.28438], [4.38733, 0.42801, 1.87263], [4.72455, 0.43829, 0.13135], [5.48758, -2.09461, 1.25095], [4.13571, -3.94504, 0.97172], [2.48055, -3.69754, 0.53865], [-4.09618, 3.45342, 2.82857], [-3.37265, 2.51344, 2.24128], [-3.88867, 1.80152, 1.16894], [-5.11780, 2.04687, 0.74691], [-3.11763, 0.84443, 0.53276], [-3.62586, 0.16979, -0.50357], [-1.82199, 0.56979, 0.95094], [-1.09265, -0.37210, 0.33911], [-1.34771, 1.26539, 2.05242], [-0.10728, 0.96406, 2.50872], [-2.09104, 2.23999, 2.68788], [-1.57060, 2.92127, 3.70435], [-0.19316, 4.47753, 0.65490], [0.54871, 3.22192, 0.53192], [0.66922, 2.54733, -0.58411], [0.12223, 2.99711, -1.70369], [1.69525, 1.11540, -0.67179], [-0.23929, 4.74801, 1.70456], [-1.21194, 4.35291, 0.28435], [0.30918, 5.27629, 0.10762], [1.00328, 2.84142, 1.34745], [-0.30098, 3.91096, -1.76563], [0.26251, 2.48602, -2.55911], [0.09623, -3.03196, 0.30967], [-0.83587, -3.08539, -1.15989], [-2.13488, -3.27317, -1.17267], [-2.68171, -3.36330, -2.53675], [-1.40345, -3.28772, -3.40433], [-0.35649, -3.03150, -2.39473], [-2.69703, -3.24891, -0.33661], [-3.36414, -2.53699, -2.72261], [-3.21806, -4.29914, -2.66661], [-1.43880, -2.48324, -4.13342], [-1.20275, -4.22321, -3.92129], [0.62878, -3.01146, -2.59581]], "forces_ev_per_a": [[0.3, -0.3, 0.0], [0.0, -0.1, 0.0], [0.0, 0.1, 0.0], [-0.1, -0.1, 0.0], [-0.1, 0.1, 0.1], [0.0, 0.1, 0.3], [0.0, 0.0, 0.0], [0.0, 0.0, 0.0], [0.0, 0.0, 0.0], [0.0, 0.0, 0.0], [0.0, 0.0, 0.0], [0.0, 0.0, -0.1], [0.0, 0.0, 0.0], [0.0, 0.1, 0.0], [-0.1, 0.0, 0.0], [0.0, 0.0, 0.0], [-0.1, 0.0, -0.1], [0.0, 0.0, 0.0], [0.2, 0.0, 0.0], [-0.3, 0.1, 0.1], [-0.1, 0.0, 0.1], [0.1, 0.1, -0.1], [0.0, 0.0, 0.0], [0.0, 0.0, 0.0], [0.0, -0.1, 0.0], [0.0, 0.0, 0.1], [-0.2, -0.1, -0.3], [0.1, 0.0, 0.0], [0.1, 0.1, 0.0], [0.0, 0.0, 0.0], [0.0, 0.0, 0.0], [0.0, 0.0, 0.0], [0.0, 0.0, 0.0], [-0.1, 0.0, 0.0], [0.0, 0.0, 0.0], [0.2, 0.3, -0.3], [-0.2, -0.1, 0.0], [-0.2, 0.0, 0.0], [0.1, 0.0, 0.1], [0.0, 0.0, 0.1], [0.0, 0.1, 0.0], [0.0, 0.0, 0.0], [0.0, 0.0, 0.0], [0.0, 0.0, 0.0], [0.0, 0.0, 0.0], [0.0, 0.0, 0.0], [0.0, -0.1, 0.0]], "lowdin_charge": [0.2752, -0.0224, 0.0656, -0.5194, 0.2123, -0.1675, 0.1016, 0.0963, 0.0801, 0.1607, 0.1346, 0.0375, 0.1590, -0.1381, -0.1321, 0.1611, -0.1313, 0.1216, -0.2361, -0.1511, -0.1562, 0.0772, -0.1497, 0.1430, -0.0106, 0.0040, -0.7181, 0.1767, 0.8500, 0.1051, 0.1013, 0.1089, 0.1398, 0.1247, 0.1217, 0.8617, -0.7240, 0.0763, -0.0688, -0.0740, 0.0615, 0.1662, 0.1291, 0.1321, 0.1266, 0.1310, 0.1569], "lumo_energy_ev": -6.127, "total_energy_ev": -114431.2069, "relative_energy_ev": 1.177, "charge": 2}